1.
C12H23CeNO8 | the ωB97M-V functional and the def2-TZVPD basis

ORCA input file:
```
! RIJCOSX wB97M-V def2-TZVPD def2/J DEFGRID3
* xyz 2 1
Ce -0.06 0.06 0.34
O -0.31 -0.38 2.77
C 1.02 -0.65 3.33
C 1.72 -1.66 2.43
N 1.97 -1.10 1.08
C 2.11 -2.21 0.10
C 0.72 -2.84 -0.17
O 0.58 -4.02 -0.22
O -0.23 -1.93 -0.33
C 3.12 -0.15 1.06
C 2.69 1.34 0.91
O 3.51 2.19 1.00
O 1.41 1.51 0.65
H -0.89 -0.14 3.51
H 0.92 -1.06 4.33
H 1.57 0.29 3.36
H 1.09 -2.54 2.34
H 2.66 -1.96 2.90
H 2.78 -3.00 0.44
H 2.49 -1.81 -0.84
H 3.78 -0.36 0.22
H 3.73 -0.21 1.97
C -3.16 -1.27 -0.07
O -2.55 0.02 0.19
C -3.32 1.08 -0.41
C -2.60 2.39 -0.13
O -1.19 2.24 -0.28
C -0.60 2.74 -1.50
C -0.53 1.68 -2.59
O 0.08 0.50 -2.06
C 0.66 -0.34 -3.09
H -4.18 -1.29 0.32
H -2.56 -2.02 0.43
H -3.16 -1.48 -1.14
H -4.32 1.11 0.02
H -3.40 0.89 -1.49
H -2.77 2.68 0.91
H -2.99 3.18 -0.77
H 0.42 3.03 -1.22
H -1.14 3.61 -1.86
H 0.06 2.09 -3.41
H -1.52 1.43 -2.98
H -0.03 -0.43 -3.93
H 0.82 -1.33 -2.67
H 1.60 0.09 -3.44
*
```

The HOMO energy comes out at -16.5190 eV. The orbital gap is 7.331 eV. Its electronic energy is -1602.354395 hartree.


2.
C3H5N3 | the ωB97M-V functional and the def2-TZVPD basis

ORCA input file:
```
! RIJCOSX wB97M-V def2-TZVPD def2/J DEFGRID3
* xyz 0 1
C -1.53 -0.38 0.04
N -0.47 -0.22 -0.95
C 0.60 0.45 -0.52
N 1.36 1.38 -0.76
C 1.24 -0.29 1.28
N 2.32 -0.01 1.61
H -1.08 -0.76 0.97
H -2.29 -1.06 -0.36
H -1.99 0.60 0.23
H -0.24 -1.04 -1.50
H 2.09 1.34 -0.04
*
```

The HOMO energy comes out at -10.4839 eV. The orbital gap is 10.464 eV. Its electronic energy is -281.471956 hartree. The relative energy (zero: lowest compared OMol25 entry of this formula, charge and spin) comes out at 310.1 kJ/mol.


3.
CH8NO3 | the ωB97M-V functional and the def2-TZVPD basis

ORCA input file:
```
! RIJCOSX wB97M-V def2-TZVPD def2/J DEFGRID3
* xyz -1 1
N 1.67 -1.35 -0.32
C 0.29 -1.14 0.09
O 0.11 0.13 0.56
H 1.70 -2.22 -0.89
H 1.91 -0.64 -1.01
H -0.31 -1.27 -0.84
H 0.11 -2.03 0.77
H -1.58 0.35 1.00
H -2.43 1.43 1.51
O -2.57 0.55 1.07
H 0.09 1.26 -0.68
H 0.75 2.67 -0.32
O 0.25 2.26 -0.96
*
```

The HOMO energy comes out at -3.7557 eV. The orbital gap is 8.176 eV. Its electronic energy is -323.386201 hartree. The relative energy (zero: lowest compared OMol25 entry of this formula, charge and spin) comes out at 66.1 kJ/mol.


4.
C12H24BBrCl2IOSr | the ωB97M-V functional and the def2-TZVPD basis

ORCA input file:
```
! RIJCOSX wB97M-V def2-TZVPD def2/J DEFGRID3
* xyz 1 1
C -2.82 1.11 2.39
C -1.52 1.08 1.58
C -1.22 -0.24 0.90
Br -0.97 -1.53 2.39
B -0.09 -0.44 -0.30
C 1.48 -0.82 0.17
C 1.96 -0.31 1.51
C 1.68 1.14 1.86
O 2.95 2.01 1.64
C -0.55 -1.70 -1.29
C -1.25 -2.94 -0.79
C -2.01 -3.71 -1.86
I 0.17 -4.33 0.08
C -0.04 0.82 -1.42
Cl -1.65 1.48 -1.79
C 0.99 1.96 -1.38
C 1.40 2.45 -2.75
Cl 0.50 3.42 -0.45
H -3.43 0.24 2.18
H -2.65 1.18 3.45
H -3.41 1.98 2.11
H -0.74 1.33 2.29
H -1.60 1.85 0.83
H -2.17 -0.54 0.47
H 2.16 -0.49 -0.62
H 1.61 -1.89 0.19
H 1.63 -0.91 2.34
H 3.05 -0.46 1.52
H 1.45 1.26 2.91
H 0.93 1.62 1.28
H 2.64 2.93 1.55
H 0.33 -2.07 -1.82
H -1.18 -1.30 -2.08
H -1.94 -2.74 0.02
H -1.42 -4.49 -2.32
H -2.87 -4.21 -1.42
H -2.38 -3.03 -2.61
H 0.23 0.34 -2.36
H 1.88 1.61 -0.88
H 1.64 1.60 -3.38
H 0.61 3.02 -3.19
H 2.29 3.07 -2.69
Sr 4.32 0.66 1.69
*
```

The HOMO energy comes out at -10.5238 eV. The orbital gap is 4.774 eV. Its electronic energy is -4394.152766 hartree.


5.
C7H19N2O3P | the ωB97M-V functional and the def2-TZVPD basis

ORCA input file:
```
! RIJCOSX wB97M-V def2-TZVPD def2/J DEFGRID3
* xyz 0 1
C 2.68 1.88 1.56
O 1.28 1.64 1.18
P 0.74 1.73 -0.37
O 2.02 2.19 -1.27
O -0.14 3.21 -0.71
N -0.18 0.59 -0.86
N -0.40 -0.66 -0.19
C -0.21 -1.91 -0.98
C 1.12 -1.79 -1.74
C -1.44 -2.13 -1.88
C -1.20 -0.62 0.90
C -2.45 0.34 0.88
C -0.35 -0.25 2.13
H 3.14 0.90 1.72
H 2.88 2.47 2.51
H 3.34 2.36 0.80
H 1.50 2.14 -2.14
H -1.06 2.78 -0.56
H -0.10 -2.60 -0.12
H 1.14 -0.76 -1.90
H 1.90 -1.99 -1.08
H 1.23 -2.33 -2.64
H -2.05 -1.27 -1.79
H -2.04 -3.02 -1.73
H -1.07 -2.20 -2.88
H -1.53 -1.66 1.09
H -2.09 1.36 1.02
H -2.98 0.20 -0.11
H -3.00 -0.05 1.80
H -0.90 -0.75 3.01
H -0.39 0.85 2.18
H 0.63 -0.66 2.17
*
```

As for the SMILES: COP(O)(O)=NN(C(C)C)C(C)C. The HOMO energy comes out at -7.0274 eV. The orbital gap is 7.651 eV. Its electronic energy is -954.623957 hartree. The relative energy (zero: lowest compared OMol25 entry of this formula, charge and spin) comes out at 0.0 kJ/mol.


6.
ClFO4Sr5 | the ωB97M-V functional and the def2-TZVPD basis

ORCA input file:
```
! RIJCOSX wB97M-V def2-TZVPD def2/J DEFGRID3
* xyz 8 1
Sr -0.41 -3.43 0.36
Sr 0.27 -1.37 -3.13
Sr 3.65 1.17 1.53
Sr -3.48 0.86 2.05
Sr 1.70 3.76 -0.56
F -1.68 -2.79 -2.01
Cl 0.03 0.37 0.32
O -0.93 0.56 1.28
O -0.52 -0.72 -0.34
O 0.16 1.63 -0.39
O 1.20 -0.05 0.90
*
```

The HOMO energy comes out at -33.6356 eV. The orbital gap is 5.460 eV. Its electronic energy is -1009.733577 hartree.


7.
C27H54N4O2P | the ωB97M-V functional and the def2-TZVPD basis

ORCA input file:
```
! RIJCOSX wB97M-V def2-TZVPD def2/J DEFGRID3
* xyz 1 1
C -5.07 -3.32 3.29
C -5.62 -2.19 2.34
O -6.80 -2.16 2.12
N -4.64 -1.23 1.83
C -4.72 -0.06 2.74
C -4.88 -0.87 0.40
C -3.60 -1.27 -0.44
C -2.78 -0.04 -1.03
C -2.55 1.14 -0.02
C -1.40 0.91 1.01
C -0.41 -0.15 0.75
C 0.69 -0.42 1.71
P 1.96 -1.79 1.47
N 3.04 -1.71 2.83
O 1.14 -3.26 1.69
C 0.76 0.44 2.93
C -0.26 1.45 3.09
N -1.29 1.67 2.17
N -2.21 2.66 2.51
C -2.12 3.72 1.76
C -3.48 4.46 1.43
C -0.82 4.29 1.12
H -5.14 -4.33 2.84
H -4.00 -3.09 3.54
H -5.67 -3.23 4.25
H -5.75 0.38 2.72
H -3.94 0.72 2.55
H -4.52 -0.43 3.79
H -5.17 0.21 0.32
H -5.74 -1.46 -0.02
H -3.98 -1.83 -1.35
H -2.92 -1.99 0.08
H -3.43 0.38 -1.86
H -1.84 -0.38 -1.55
H -2.25 2.04 -0.62
H -3.46 1.44 0.55
H -0.43 -0.81 -0.14
H 2.50 -1.78 3.70
H 3.58 -0.83 2.85
H 0.20 -3.09 1.93
H 1.56 0.27 3.69
H -0.22 2.07 4.02
H -3.78 5.05 2.33
H -4.24 3.63 1.34
H -3.40 5.05 0.49
H -1.13 5.12 0.43
H -0.19 4.76 1.93
H -0.21 3.56 0.52
C 6.76 3.11 -1.77
C 6.76 2.71 -0.30
C 6.00 1.41 -0.03
C 4.51 1.46 -0.36
C 3.70 2.54 0.36
C 3.69 2.36 1.86
H 5.75 3.30 -2.14
H 7.33 4.03 -1.92
H 7.21 2.33 -2.39
H 6.36 3.53 0.30
H 7.80 2.58 0.02
H 6.13 1.14 1.03
H 6.46 0.61 -0.60
H 4.07 0.48 -0.12
H 4.38 1.59 -1.44
H 2.67 2.50 -0.01
H 4.08 3.53 0.10
H 3.27 1.39 2.13
H 3.08 3.14 2.33
H 4.69 2.43 2.29
C -2.13 -2.69 -4.34
C -0.72 -2.52 -4.88
C 0.18 -3.72 -4.59
C 0.43 -4.00 -3.11
C 1.03 -2.84 -2.32
C 2.42 -2.45 -2.82
H -2.13 -2.79 -3.25
H -2.74 -1.81 -4.59
H -2.61 -3.57 -4.77
H -0.27 -1.60 -4.48
H -0.77 -2.38 -5.97
H 1.14 -3.58 -5.10
H -0.26 -4.62 -5.05
H 1.09 -4.87 -3.02
H -0.52 -4.29 -2.63
H 1.11 -3.13 -1.27
H 0.37 -1.97 -2.35
H 3.11 -3.29 -2.75
H 2.82 -1.63 -2.22
H 2.40 -2.11 -3.86
*
```

The HOMO energy comes out at -11.6586 eV. The orbital gap is 7.345 eV. Its electronic energy is -1771.711947 hartree.


8.
C8H7NO4S | the ωB97M-V functional and the def2-TZVPD basis

ORCA input file:
```
! RIJCOSX wB97M-V def2-TZVPD def2/J DEFGRID3
* xyz 0 1
C 1.36 1.88 2.68
S 1.05 0.40 1.66
O 2.30 -0.28 1.43
O -0.09 -0.28 2.22
N 0.50 1.03 0.08
O -0.71 1.72 0.42
C -1.80 1.05 -0.09
O -2.88 1.53 0.18
C -1.29 -0.12 -0.81
C -1.87 -1.17 -1.57
C -1.04 -2.01 -2.30
C 0.35 -1.84 -2.15
C 0.88 -0.91 -1.36
C 0.09 0.03 -0.79
H 0.56 2.53 2.73
H 1.38 1.43 3.70
H 2.34 2.32 2.41
H -2.88 -1.29 -1.56
H -1.38 -2.88 -2.84
H 1.08 -2.57 -2.70
H 2.04 -0.58 -1.34
*
```

As for the SMILES: CS(=O)(=O)n1oc(=O)c2ccccc21. The HOMO energy comes out at -9.5625 eV. The orbital gap is 9.487 eV. Its electronic energy is -1062.865868 hartree. The relative energy (zero: lowest compared OMol25 entry of this formula, charge and spin) comes out at 86.5 kJ/mol.


9.
C4H10N2O | the ωB97M-V functional and the def2-TZVPD basis

ORCA input file:
```
! RIJCOSX wB97M-V def2-TZVPD def2/J DEFGRID3
* xyz 0 1
C -0.66 -1.75 -0.02
N -1.40 -0.60 0.44
C -1.22 0.84 0.24
C -0.29 1.21 -0.91
O -0.64 1.93 -1.83
N 0.98 0.71 -0.81
C 1.77 0.35 0.36
H 0.34 -1.83 0.42
H -0.60 -1.73 -1.10
H -1.23 -2.62 0.30
H -1.70 -0.74 1.40
H -2.20 1.29 0.15
H -0.62 1.20 1.07
H 1.56 0.98 -1.59
H 1.11 -0.01 1.14
H 2.45 -0.43 0.03
H 2.35 1.21 0.70
*
```

As for the SMILES: CNCC(=O)NC. The HOMO energy comes out at -8.5507 eV. The orbital gap is 9.354 eV. Its electronic energy is -343.135343 hartree. The relative energy (zero: lowest compared OMol25 entry of this formula, charge and spin) comes out at 173.6 kJ/mol.


10.
C33H26N6O4SSe3TeZr | the ωB97M-V functional and the def2-TZVPD basis

ORCA input file:
```
! RIJCOSX wB97M-V def2-TZVPD def2/J DEFGRID3
* xyz -2 1
Zr 0.04 -1.03 -1.07
O 6.77 -2.72 -0.21
C 5.93 -2.68 0.70
O 6.06 -2.95 1.91
C 4.50 -2.23 0.27
C 4.19 -1.99 -1.06
C 2.90 -1.59 -1.41
N 1.92 -1.47 -0.44
C 2.26 -1.60 0.88
C 3.53 -2.01 1.24
C 1.22 -1.24 1.81
C 1.36 -1.39 3.20
C 0.38 -0.92 4.04
C -0.75 -0.32 3.49
C -0.86 -0.25 2.10
N 0.08 -0.70 1.26
C 2.48 -1.17 -2.70
C 3.19 -1.43 -3.89
C 2.76 -0.92 -5.08
C 1.63 -0.07 -5.08
C 0.94 0.12 -3.91
N 1.27 -0.46 -2.74
H 4.97 -2.09 -1.79
H 3.81 -2.15 2.28
H 2.25 -1.86 3.60
H 0.48 -1.01 5.11
H -1.54 0.06 4.12
H -2.17 -0.02 0.54
H 4.06 -2.07 -3.84
H 3.28 -1.15 -6.00
H 1.30 0.40 -5.99
H 0.05 0.76 -3.88
Se -2.19 0.18 -1.99
Se -2.94 -1.69 -3.20
Te -0.92 -2.72 -4.23
Se 0.33 -3.57 -2.23
N -2.02 0.21 1.52
C -3.03 0.86 2.22
C -4.31 0.31 2.29
C -5.30 0.93 3.01
C -5.04 2.13 3.67
C -3.78 2.70 3.59
C -2.78 2.07 2.88
H -4.50 -0.62 1.78
H -6.28 0.48 3.08
H -5.82 2.61 4.25
H -3.58 3.64 4.07
H -1.79 2.51 2.81
O 1.55 8.24 -1.53
C 0.35 7.63 -1.27
O -0.62 8.34 -1.10
C 0.35 6.18 -1.20
C -0.80 5.54 -0.71
C -0.85 4.19 -0.53
C 0.26 3.38 -0.84
S 0.27 1.71 -0.44
C 1.39 4.01 -1.39
C 1.44 5.36 -1.56
H 2.25 7.58 -1.58
H -1.65 6.16 -0.45
H -1.73 3.71 -0.14
H 2.24 3.39 -1.67
H 2.34 5.79 -1.99
C -1.23 -5.94 0.89
N -1.63 -4.60 0.60
C -2.86 -4.20 0.15
C -2.75 -2.88 -0.15
N -1.47 -2.46 0.09
C -0.83 -3.52 0.54
H -2.06 -6.48 1.35
H -0.38 -5.93 1.56
H -0.95 -6.46 -0.04
H -3.69 -4.88 0.07
H -3.51 -2.21 -0.52
H 0.21 -3.54 0.86
*
```

The HOMO energy comes out at -0.4681 eV. The orbital gap is 4.101 eV. Its electronic energy is -9820.488270 hartree.


11.
C10H16N2O2 | the ωB97M-V functional and the def2-TZVPD basis

ORCA input file:
```
! RIJCOSX wB97M-V def2-TZVPD def2/J DEFGRID3
* xyz 0 3
C 1.61 1.30 0.02
C 0.44 -2.02 -0.66
C 0.90 0.36 -0.69
C 1.57 -0.99 -0.64
C 2.24 -1.27 0.80
C 2.55 -1.39 -1.73
C -2.31 0.64 -0.79
C -2.61 0.32 1.64
C -1.17 2.17 0.82
C -1.65 0.73 0.51
N 2.23 2.08 0.56
N -0.45 -0.17 0.61
O 0.39 -3.14 -1.05
O -0.66 -1.45 0.01
H 0.37 0.80 -1.50
H 3.38 -0.76 0.79
H 2.35 -2.36 0.91
H 1.70 -0.73 1.59
H 3.54 -1.22 -1.41
H 2.43 -0.92 -2.78
H 2.57 -2.41 -1.81
H -2.48 -0.36 -1.01
H -3.35 1.07 -0.76
H -1.83 1.15 -1.67
H -2.24 0.63 2.62
H -3.02 -0.60 1.68
H -3.44 0.98 1.46
H -1.94 2.76 0.97
H -0.45 2.23 1.54
H -0.67 2.59 -0.01
*
```

The HOMO energy (spin up / spin down) comes out at -6.4065 / -10.3903 eV. The orbital gap (spin up / spin down) is 7.036 / 7.961 eV. Its electronic energy is -650.366762 hartree. The relative energy (zero: lowest compared OMol25 entry of this formula, charge and spin) comes out at 103.7 kJ/mol.


12.
C28H29BBeN6OSi | the ωB97M-V functional and the def2-TZVPD basis

ORCA input file:
```
! RIJCOSX wB97M-V def2-TZVPD def2/J DEFGRID3
* xyz 0 1
H -0.76 3.17 -0.66
N -0.40 1.72 -2.14
B 0.57 0.34 -4.01
N 0.40 1.70 -3.26
C 0.89 2.94 -3.49
Be -0.82 -1.20 -1.37
H 1.50 3.16 -4.36
C 0.48 3.77 -2.44
H 0.70 4.81 -2.27
C -0.30 2.93 -1.61
H 0.79 0.52 -5.16
C -1.84 -2.33 -0.57
H -2.70 -1.87 -0.13
H -1.22 -2.82 0.17
H -2.12 -3.09 -1.29
N -0.88 -0.35 -3.90
N 1.69 -0.51 -3.34
N -1.41 -0.87 -2.71
N 1.39 -1.03 -2.14
C -1.87 -0.26 -4.80
C 2.97 -0.79 -3.58
H -1.66 0.09 -5.82
H 3.39 -0.42 -4.53
C -3.04 -0.70 -4.22
C 3.49 -1.50 -2.49
C -2.75 -1.03 -2.90
C 2.44 -1.69 -1.61
H -4.03 -0.81 -4.67
H 4.53 -1.88 -2.46
H -3.39 -1.38 -2.11
H 2.48 -2.15 -0.62
H 0.39 -1.10 -2.07
O -0.17 -0.28 -0.26
Si -0.10 -0.03 1.31
C 1.31 -1.06 1.98
C 1.15 -2.44 2.12
C 2.24 -3.25 2.47
C 3.49 -2.67 2.70
C 3.65 -1.28 2.59
C 2.56 -0.48 2.24
C 0.23 1.74 1.86
C -0.46 2.31 2.94
C -0.20 3.63 3.35
C 0.78 4.38 2.69
C 1.49 3.81 1.62
C 1.21 2.50 1.22
C -1.63 -0.51 2.27
C -2.89 -0.19 1.74
C -4.07 -0.64 2.36
C -3.99 -1.39 3.54
C -2.74 -1.69 4.10
C -1.57 -1.23 3.47
H 0.17 -2.90 1.95
H 2.10 -4.33 2.57
H 4.34 -3.30 2.98
H 4.62 -0.82 2.78
H 2.68 0.60 2.16
H -1.22 1.73 3.47
H -0.75 4.06 4.19
H 1.00 5.41 3.00
H 2.27 4.38 1.10
H 1.78 2.06 0.39
H -2.95 0.38 0.81
H -5.04 -0.41 1.91
H -4.91 -1.75 4.02
H -2.67 -2.26 5.02
H -0.60 -1.46 3.92
*
```

The HOMO energy comes out at -8.1102 eV. The orbital gap is 8.191 eV. Its electronic energy is -1817.344379 hartree.


13.
C7H9F | the ωB97M-V functional and the def2-TZVPD basis

ORCA input file:
```
! RIJCOSX wB97M-V def2-TZVPD def2/J DEFGRID3
* xyz 0 1
C 0.03 1.93 0.27
C -0.69 0.98 -0.36
C -0.23 -0.44 -0.25
C -1.38 -1.42 -0.15
C 1.07 -0.83 -0.09
C 2.17 0.14 -0.20
C 3.40 -0.01 0.28
F 4.40 0.87 0.18
H 1.00 1.77 0.89
H -0.26 2.98 0.22
H -1.52 1.13 -1.04
H -2.26 -0.89 0.20
H -1.16 -2.07 0.78
H -1.46 -1.97 -1.09
H 1.34 -1.91 -0.04
H 1.85 1.06 -0.71
H 3.69 -0.84 0.94
*
```

As for the SMILES: C=C/C(C)=C\C=C\F. The HOMO energy comes out at -8.1994 eV. The orbital gap is 8.950 eV. Its electronic energy is -371.896569 hartree. The relative energy (zero: lowest compared OMol25 entry of this formula, charge and spin) comes out at 155.3 kJ/mol.